Entry from OMol25: a molecular structure, F16N8NaO32S16 at a distorted geometry (ωB97M-V/def2-TZVPD).

Values from the calculation:
spin multiplicity	1
gap between HOMO and LUMO	5.96	eV
total charge	-7
strongest force on any atom	12.0	eV/Å

```
73
Properties=species:S:1:pos:R:3:forces:R:3:lowdin_charge:R:1
Na 0.102 0.986 0.338 -0.73 -0.91 0.27 0.480
N 1.572 0.487 5.256 -1.46 5.19 3.32 -0.249
S 2.189 0.659 3.887 3.20 -5.12 -5.45 0.510
O 3.477 1.385 3.869 -2.53 0.01 -0.48 -0.338
O 1.246 0.506 2.753 2.40 1.45 2.10 -0.263
F 2.806 -0.872 4.030 -0.17 0.72 -1.12 -0.255
S 1.558 2.166 5.664 -1.66 -0.89 2.18 0.579
O 1.218 3.169 4.679 1.00 -1.04 0.68 -0.284
O 2.504 2.488 6.736 -0.82 -0.22 -1.33 -0.365
F 0.164 2.029 6.449 0.22 0.27 0.44 -0.233
N 1.555 2.525 -0.451 4.27 0.92 5.60 -0.268
S 2.744 3.582 0.230 0.14 -2.28 6.58 0.630
O 2.323 4.746 1.006 -0.17 -1.65 -1.71 -0.295
O 3.989 3.691 -0.423 0.66 0.22 -1.68 -0.280
F 3.154 2.495 1.449 -0.89 1.51 -1.86 -0.237
S 1.273 3.369 -1.624 -3.96 -0.08 -10.63 0.387
O 2.157 3.116 -2.789 -0.76 1.78 2.55 -0.303
O 0.598 4.618 -1.437 1.58 1.12 0.39 -0.284
F 0.009 2.532 -2.121 -0.05 -0.64 0.29 -0.188
N -2.405 -2.455 -2.470 -3.68 1.30 -4.14 -0.242
S -3.676 -1.416 -2.678 0.19 3.25 -4.89 0.518
O -3.446 0.023 -2.541 -0.15 -2.39 1.40 -0.283
O -5.000 -1.894 -2.513 -0.99 -1.06 1.06 -0.310
F -3.574 -1.466 -4.265 0.00 -0.68 -0.98 -0.231
S -2.123 -1.989 -1.096 6.18 -1.40 8.98 0.442
O -3.226 -2.137 -0.151 0.91 1.00 -1.51 -0.287
O -1.089 -0.970 -0.902 -2.14 -0.30 -0.35 -0.278
F -1.175 -3.292 -0.784 -0.65 0.34 0.25 -0.222
N -0.079 -0.465 -5.662 -3.71 3.07 3.06 -0.177
S -1.110 0.817 -5.862 -3.72 3.09 7.57 0.554
O -2.494 0.559 -6.242 2.10 -0.01 -1.17 -0.305
O -0.484 2.090 -6.146 -0.48 -1.14 -1.03 -0.294
F -1.368 1.004 -4.255 0.58 -0.36 -1.49 -0.204
S 0.172 -0.531 -7.102 3.67 -8.40 -7.35 0.347
O 1.028 0.411 -7.699 0.25 2.54 -1.66 -0.300
O -0.769 -1.282 -7.999 0.95 2.30 1.46 -0.372
F 1.277 -1.688 -6.917 0.34 -0.96 -0.18 -0.238
N -2.300 -1.596 4.588 -2.03 3.58 -0.58 -0.245
S -3.118 -0.180 4.086 -0.20 4.53 1.35 0.563
O -4.520 -0.101 4.512 1.25 -0.90 -1.15 -0.354
O -2.659 0.533 2.870 -1.48 -2.37 2.65 -0.272
F -2.531 0.762 5.218 0.80 0.06 0.59 -0.224
S -2.555 -2.209 3.193 3.28 -6.57 -6.30 0.447
O -1.591 -1.873 2.110 -2.70 -0.26 2.99 -0.293
O -3.929 -2.572 2.838 0.93 1.42 0.56 -0.331
F -2.027 -3.712 3.565 -0.13 0.43 0.52 -0.251
N 2.367 -5.117 3.146 2.34 0.55 6.33 -0.279
S 1.661 -4.325 2.137 -4.72 2.62 -10.67 0.373
O 2.204 -3.005 1.771 -0.87 -2.35 1.32 -0.278
O 0.248 -4.614 2.033 0.66 1.07 0.93 -0.300
F 2.060 -5.254 0.840 1.18 -0.06 0.08 -0.262
S 2.108 -3.887 4.354 -0.18 -0.95 3.25 0.644
O 0.915 -3.018 4.330 3.16 -2.45 0.12 -0.270
O 3.367 -3.463 4.924 -0.89 0.13 -0.84 -0.326
F 1.747 -5.080 5.484 -0.38 0.64 -0.17 -0.307
N -3.641 4.728 0.344 0.49 -2.02 -6.56 -0.302
S -3.431 4.133 1.679 1.04 -0.68 9.02 0.464
O -2.035 4.218 2.179 -2.98 -1.27 -0.71 -0.310
O -4.431 3.115 2.143 2.85 2.36 -1.13 -0.323
F -3.973 5.518 2.359 -0.84 0.41 1.10 -0.295
S -3.139 3.394 -0.578 -0.56 -0.41 -5.19 0.628
O -4.215 2.963 -1.513 2.12 0.88 2.97 -0.316
O -2.212 2.466 0.040 -1.81 0.94 -0.24 -0.264
F -2.159 4.128 -1.626 -0.75 0.29 0.84 -0.206
N 3.634 -0.613 -3.573 -2.53 -2.04 2.61 -0.204
S 4.578 -1.778 -3.801 7.69 0.45 -2.46 0.353
O 4.198 -2.837 -4.663 -0.71 -2.03 0.31 -0.303
O 5.622 -1.999 -2.783 -1.56 -0.37 -1.28 -0.347
F 5.416 -0.977 -4.916 1.39 0.97 -0.69 -0.271
S 2.698 -1.659 -2.605 -7.64 2.07 2.70 0.562
O 3.159 -2.064 -1.291 0.45 0.84 -1.94 -0.258
O 1.775 -2.568 -3.269 2.19 0.56 0.02 -0.283
F 1.612 -0.450 -2.339 1.23 -0.60 0.45 -0.224
```
Positions in Å, forces in eV/Å.

***

Entry from OMol25: a molecular structure, C46H55AsGe2N3O3OsS at a distorted geometry (ωB97M-V/def2-TZVPD).

Values from the calculation:
spin multiplicity	1
gap between HOMO and LUMO (alpha / beta)	5.94 / 5.80	eV
total charge	+1
strongest force on any atom	2.1	eV/Å
energy above the lowest of the compared OMol25 structures with the same formula, charge and spin	1.4148	eV

```
112
Properties=species:S:1:pos:R:3:forces:R:3:lowdin_charge:R:1
Os 0.022 0.192 0.967 1.25 -0.35 -0.93 0.972
O -1.433 0.463 2.098 -1.63 0.44 1.29 -0.326
N -1.545 1.679 2.687 -0.01 0.10 -0.09 -0.149
C -2.587 1.814 3.541 0.17 0.12 -0.01 0.007
C -2.757 3.004 4.177 -0.06 0.02 0.09 -0.022
C -1.849 4.050 3.941 0.02 0.05 0.06 -0.029
C -0.797 3.875 3.083 -0.07 -0.13 -0.05 -0.048
C -0.637 2.643 2.431 -0.24 -0.17 -0.08 -0.569
S 0.641 2.224 1.332 -0.22 0.58 0.65 0.765
H -3.201 0.934 3.655 0.01 0.02 -0.02 0.154
H -3.584 3.114 4.861 0.01 0.05 0.01 0.122
H -1.976 4.995 4.451 -0.01 0.00 -0.01 0.122
H -0.075 4.656 2.889 -0.01 0.01 -0.01 0.122
N 3.723 -2.075 -2.091 0.00 0.02 -0.06 0.041
C 3.902 -1.001 -1.123 0.00 -0.04 0.02 -0.124
C 2.589 -0.732 -0.434 -0.57 0.27 0.19 -0.507
O 2.320 0.274 0.215 -0.41 -0.75 -0.86 -0.100
O 1.664 -1.666 -0.539 0.17 -0.20 -0.15 0.049
H 3.482 -1.706 -3.005 -0.04 0.02 -0.01 0.075
H 1.996 -2.371 -1.144 0.20 0.13 0.01 0.109
H 4.554 -2.640 -2.195 -0.01 -0.01 0.07 0.095
H 4.272 -0.059 -1.531 -0.02 0.02 0.00 0.139
H 4.591 -1.310 -0.334 0.04 0.01 0.00 0.140
C 2.677 -3.980 1.546 0.10 0.06 -0.03 -0.238
Ge 1.436 -3.208 2.864 -0.07 -0.22 -0.06 0.687
C -0.278 -4.060 2.441 -0.06 -0.01 -0.06 -0.246
C 2.046 -3.829 4.616 0.00 0.04 0.12 -0.234
Ge 1.309 -0.761 2.979 0.43 -0.43 -0.27 0.817
C 3.146 -0.106 3.225 0.04 0.15 -0.05 -0.347
C 4.222 -0.993 3.242 -0.04 -0.05 0.02 -0.129
C 5.524 -0.552 3.445 0.02 0.02 0.01 -0.079
C 5.777 0.797 3.637 0.02 0.01 -0.03 -0.082
C 4.724 1.700 3.611 -0.02 -0.02 0.02 -0.075
C 3.428 1.250 3.404 0.01 0.05 -0.11 -0.140
C 0.308 -0.359 4.625 -0.16 0.27 -0.04 -0.351
C 0.525 0.829 5.326 0.09 0.01 0.00 -0.114
C -0.194 1.132 6.475 -0.04 0.01 0.00 -0.083
C -1.160 0.253 6.943 0.00 0.00 -0.01 -0.085
C -1.395 -0.930 6.257 0.00 0.00 0.01 -0.079
C -0.668 -1.229 5.112 -0.07 0.01 -0.08 -0.127
H 2.937 -4.982 1.891 -0.01 0.01 0.01 0.029
H 3.606 -3.420 1.432 -0.03 0.01 -0.04 0.003
H 2.200 -4.082 0.572 -0.02 0.02 -0.02 0.008
H -0.142 -5.143 2.487 0.01 0.01 0.02 0.031
H -0.594 -3.805 1.429 0.04 -0.03 0.04 -0.005
H -1.082 -3.795 3.128 0.00 0.02 0.02 0.011
H 2.033 -4.920 4.637 0.00 0.01 -0.02 0.027
H 1.409 -3.457 5.418 0.00 0.00 0.00 0.014
H 3.065 -3.492 4.811 0.00 -0.01 0.02 0.016
H 4.056 -2.055 3.109 -0.02 -0.01 0.02 0.056
H 6.338 -1.266 3.462 -0.01 0.00 0.00 0.106
H 6.789 1.144 3.801 0.00 0.00 0.00 0.106
H 4.913 2.756 3.751 -0.01 0.00 -0.01 0.106
H 2.633 1.985 3.351 0.02 -0.03 0.03 0.058
H 1.288 1.525 5.000 0.00 -0.02 -0.02 0.084
H 0.009 2.052 7.010 0.00 -0.01 -0.01 0.107
H -1.716 0.482 7.843 0.00 0.00 0.00 0.106
H -2.139 -1.629 6.620 0.00 -0.01 0.00 0.107
H -0.874 -2.161 4.601 0.02 -0.02 -0.04 0.073
C 3.336 0.062 -6.713 0.00 0.00 0.01 -0.041
C 2.374 0.294 -5.581 0.04 0.04 -0.01 -0.262
C 2.071 1.572 -5.138 0.02 0.02 -0.02 -0.013
C 1.170 1.796 -4.104 0.06 -0.03 0.04 -0.308
C 0.898 3.232 -3.722 0.01 0.07 -0.02 -0.094
C 0.529 0.708 -3.475 0.05 0.00 -0.12 -0.303
As -0.617 1.374 -2.015 0.15 -0.46 0.36 1.345
N -0.962 -0.039 -0.782 0.72 0.30 -0.24 -0.388
C -1.896 -1.078 -0.873 0.29 0.12 0.32 -0.379
C -2.101 -1.871 0.265 -0.04 -0.12 0.06 -0.073
C -2.971 -2.951 0.248 -0.01 0.13 -0.05 -0.085
C -3.682 -3.244 -0.904 -0.07 -0.10 -0.02 -0.085
C -3.491 -2.464 -2.039 0.05 0.04 0.05 -0.061
C -2.599 -1.406 -2.034 -0.20 0.04 -0.01 -0.055
C -2.383 1.705 -2.797 -0.08 -0.04 0.12 -0.294
C -3.264 2.345 -1.907 -0.06 0.02 -0.06 -0.277
C -2.919 2.628 -0.464 0.00 0.01 0.03 -0.085
C -4.523 2.738 -2.348 0.01 -0.04 0.03 -0.011
C -4.940 2.527 -3.652 0.00 0.00 0.00 -0.255
C -6.301 2.961 -4.121 -0.01 0.01 -0.02 -0.042
C -4.058 1.894 -4.516 -0.03 -0.01 -0.01 -0.011
C -2.794 1.470 -4.121 0.01 0.02 -0.06 -0.265
C -1.959 0.771 -5.166 0.01 0.00 -0.03 -0.034
C 0.824 -0.595 -3.916 0.13 0.08 0.04 -0.290
C 0.157 -1.854 -3.427 0.14 0.04 0.06 -0.052
C 1.745 -0.767 -4.947 0.06 -0.06 0.00 -0.038
H 3.694 1.004 -7.127 0.00 0.00 0.01 0.078
H 2.861 -0.501 -7.517 0.00 0.00 0.00 0.086
H 4.205 -0.512 -6.385 0.00 0.00 0.00 0.081
H 2.546 2.425 -5.610 -0.01 -0.01 -0.02 0.117
H 1.472 3.902 -4.359 0.01 -0.01 -0.01 0.080
H 1.171 3.436 -2.685 0.00 0.00 -0.02 0.061
H -0.155 3.505 -3.839 -0.01 -0.05 0.01 0.074
H -1.586 -1.650 1.201 0.03 -0.06 -0.05 0.067
H -3.100 -3.550 1.141 0.01 0.00 -0.01 0.105
H -4.374 -4.074 -0.922 0.00 0.00 -0.01 0.104
H -4.035 -2.691 -2.947 -0.01 0.01 0.00 0.111
H -2.451 -0.827 -2.932 -0.02 0.00 0.02 0.080
H -2.044 3.277 -0.378 0.02 -0.01 -0.01 0.064
H -2.707 1.708 0.084 0.00 -0.06 -0.01 0.049
H -3.760 3.122 0.023 0.04 0.02 0.00 0.080
H -5.195 3.222 -1.647 -0.01 0.00 -0.01 0.115
H -6.876 3.412 -3.314 0.02 0.00 0.01 0.076
H -6.870 2.115 -4.509 0.02 -0.01 0.00 0.085
H -6.219 3.693 -4.926 0.01 0.00 0.00 0.086
H -4.367 1.708 -5.539 0.00 0.00 0.00 0.122
H -2.593 0.482 -6.003 0.00 0.01 -0.02 0.084
H -1.468 -0.125 -4.789 -0.12 0.05 -0.01 0.050
H -1.169 1.417 -5.555 -0.01 -0.01 0.02 0.090
H -0.230 -1.765 -2.423 0.07 -0.01 0.12 0.035
H 0.862 -2.687 -3.466 -0.02 -0.01 0.01 0.083
H -0.679 -2.127 -4.074 -0.03 0.03 -0.03 0.090
H 1.953 -1.779 -5.287 -0.02 0.00 -0.01 0.125
```
Positions in Å, forces in eV/Å.

***

Entry from OMol25: a molecular structure, C17H12AuF2N2O3S4Sb at a distorted geometry (ωB97M-V/def2-TZVPD).

Values from the calculation:
spin multiplicity	2
gap between HOMO and LUMO (alpha / beta)	4.52 / 3.90	eV
total charge	-1
strongest force on any atom	2.2	eV/Å
energy above the lowest of the compared OMol25 structures with the same formula, charge and spin	0.8914	eV

```
42
Properties=species:S:1:pos:R:3:forces:R:3:lowdin_charge:R:1
Au 0.754 1.026 -2.490 0.32 -0.18 0.26 0.658
S 3.922 4.097 -4.528 0.00 0.01 -0.02 -0.129
Sb 3.214 3.395 -2.418 0.14 0.00 0.10 0.191
S 3.212 0.993 -2.526 -0.98 0.34 -0.11 -0.159
S 0.810 3.545 -2.474 -0.19 -2.16 -0.23 -0.085
F -4.477 2.362 -1.965 0.33 -0.26 -0.09 0.075
C -3.565 1.375 -2.073 0.01 -0.20 0.00 -0.256
C -2.240 1.674 -2.333 0.08 0.34 -0.12 -0.057
C -1.292 0.668 -2.397 0.09 0.53 0.31 -0.209
C -1.687 -0.672 -2.212 -0.13 -0.14 -0.21 -0.136
C -3.044 -0.932 -2.000 -0.11 0.23 0.00 -0.200
F -3.519 -2.195 -1.853 0.24 0.31 0.00 0.057
C -3.986 0.069 -1.908 -0.07 0.08 0.05 0.069
C -0.660 -1.712 -2.224 -0.39 -0.59 0.15 -0.204
C -0.907 -3.089 -2.168 0.16 0.02 0.07 0.018
C 0.157 -3.963 -2.054 0.18 0.14 -0.03 -0.037
C 1.456 -3.474 -2.065 -0.17 0.08 0.01 -0.035
C 1.623 -2.109 -2.198 0.67 -0.26 0.11 -0.129
N 0.604 -1.274 -2.242 -0.19 1.65 -0.59 0.008
H -1.945 2.702 -2.476 -0.04 0.18 0.07 0.070
H -5.013 -0.171 -1.687 -0.11 -0.01 -0.03 0.133
H -1.908 -3.480 -2.186 -0.02 0.12 0.04 0.108
H -0.030 -5.021 -1.950 0.00 -0.08 -0.04 0.114
H 2.309 -4.126 -1.962 0.07 0.02 -0.06 0.110
H 2.598 -1.644 -2.253 0.13 -0.06 0.04 0.060
N 1.148 0.471 0.331 0.09 0.14 -1.09 0.056
C 0.986 0.658 1.689 -0.08 0.21 1.17 -0.340
C -0.299 0.667 2.240 0.31 -0.11 -0.13 -0.043
C -0.469 0.778 3.607 0.13 0.22 -0.46 -0.067
C 0.646 0.926 4.402 0.05 0.12 1.68 -0.275
C 1.920 0.955 3.885 -0.06 0.27 -0.52 -0.070
C 2.094 0.855 2.517 -0.25 -0.18 -0.29 -0.040
S 0.483 0.831 6.215 -0.02 -0.69 -1.67 0.396
O 1.745 1.329 6.726 0.18 0.15 0.37 -0.377
O -0.686 1.620 6.547 -0.22 0.13 0.28 -0.373
O 0.307 -0.617 6.308 -0.10 0.05 0.77 -0.378
H 2.079 0.241 0.018 -0.08 -0.10 0.04 0.030
H 0.423 -0.072 -0.107 0.10 -0.18 0.16 0.038
H -1.149 0.572 1.580 -0.18 -0.07 -0.12 0.096
H -1.453 0.767 4.048 -0.10 -0.01 0.13 0.112
H 2.756 1.071 4.555 0.08 0.02 0.10 0.104
H 3.082 0.904 2.080 0.15 -0.08 -0.08 0.099
```
Positions in Å, forces in eV/Å.

***

Number 1: DFT total energy -298666.184 eV. Number 2: DFT total energy -246374.044 eV. Number 3: DFT total energy -85954.384 eV.